C4H6O2 | ωB97M-V/def2-TZVPD

Gap between HOMO and LUMO = 8.299 eV
Net charge = 0
LUMO energy = 0.42 eV
Total energy = -306.37580 hartree
Strongest force on any atom = 1.6 eV Å⁻¹
ΔE to the lowest compared entry with this formula, charge and spin = 81.9 kcal per mole

Last columns: bonded neighbours and bond lengths (Å).
Geometry (Å):
1 C -0.962 -1.391 0.117  C2 1.465, H7 1.093, H8 1.091, H9 1.099
2 C -0.046 -0.255 0.241  C1 1.465, O4 1.432, C5 1.357
3 C 0.030 1.745 -0.369  O4 1.301, H10 1.077, H11 1.101
4 O -0.631 1.028 0.493  C2 1.432, C3 1.301
5 C 1.307 -0.172 0.264  C2 1.357, O6 1.293, H12 1.097
6 O 1.880 0.977 0.105  C5 1.293
7 H -0.358 -2.301 0.062  C1 1.093
8 H -1.632 -1.441 0.976  C1 1.091
9 H -1.568 -1.331 -0.798  C1 1.099
10 H 0.259 2.771 -0.132  C3 1.077
11 H -0.157 1.459 -1.415  C3 1.101
12 H 1.878 -1.090 0.455  C5 1.097